(1)
A structure of composition C17H18BHfN7O3S, computed with ωB97M-V/def2-TZVPD.

Results
Highest occupied orbital energy in eV: -15.283
Relative energy (zero: lowest compared OMol25 entry of this formula, charge and spin) in kJ/mol: 0.0
Electronic energy in Ha: -1738.2576
Spin multiplicity: 1
Orbital gap in hartree: 0.2877
Lowest unoccupied orbital energy in eV: -7.5
Charge: +2

XYZ file:
```
48
Properties=species:S:1:pos:R:3:forces:R:3
H 0.1654 3.5242 -0.2121 0.2 0.0 0.0
N 0.0728 1.8135 -1.4882 -0.4 0.7 -0.9
B -0.3482 0.2799 -3.5304 -0.5 -0.1 0.2
N 0.0027 1.6653 -2.8883 0.6 0.2 0.9
C 0.1472 2.8744 -3.4323 0.0 -0.2 0.9
Hf -0.1067 0.0328 -0.4285 -0.9 -0.4 1.7
H 0.1448 2.9919 -4.4871 0.0 0.0 -0.7
C 0.2676 3.8500 -2.4360 -0.2 -1.0 0.9
H 0.4075 4.9006 -2.5530 0.0 0.4 -0.1
C 0.1691 3.1601 -1.2285 0.3 -0.3 -1.2
H -0.4544 0.3671 -4.7211 0.3 0.0 0.3
C -2.4307 -1.9520 1.5294 -0.6 0.3 0.3
H -2.0992 -2.6956 2.3082 0.0 0.8 -1.2
H -1.5663 -1.5321 0.8961 -0.8 -0.4 1.1
H -3.1230 -2.3994 0.8034 0.4 -0.3 0.3
N -1.7425 -0.1372 -2.9681 -0.2 0.1 0.0
N 0.6624 -0.8464 -3.0844 0.7 -0.2 0.6
N -2.0252 -0.3188 -1.6374 0.4 0.1 0.7
N 0.9256 -1.1364 -1.7303 0.5 -0.6 -1.5
C -2.8611 -0.2897 -3.6828 -0.2 -0.2 0.8
C 1.3475 -1.7129 -3.8328 -0.2 -0.1 1.1
H -2.8245 -0.2215 -4.7467 -0.1 0.1 -0.4
H 1.1957 -1.6627 -4.8945 0.3 -0.1 -0.3
C -3.9179 -0.5765 -2.8234 0.8 0.0 0.7
C 2.0715 -2.6076 -3.0054 -0.8 0.8 0.8
C -3.3577 -0.5924 -1.5412 0.5 0.3 -1.1
C 1.7629 -2.2254 -1.6949 0.1 0.3 -1.1
H -4.9302 -0.7687 -3.0915 -0.4 -0.1 -0.1
H 2.6955 -3.4302 -3.3066 0.0 0.0 -0.1
H -3.8307 -0.7823 -0.5913 0.1 0.1 0.0
H 2.0810 -2.6101 -0.7264 -0.1 0.0 -0.4
H -3.0510 -1.1693 2.0503 1.1 -0.4 -0.5
O 1.0425 -1.8747 1.4942 0.4 2.1 0.5
C 1.2374 -0.7836 2.0888 -0.5 -0.9 -0.4
N 0.9132 0.3895 1.4263 -1.1 0.0 -1.9
S 0.7720 1.8149 2.3305 0.4 -0.9 -0.3
O 1.6601 2.7959 1.7499 -0.6 -0.8 0.9
O -0.6459 2.1264 2.3654 1.0 -0.3 0.1
C 1.3943 0.8789 3.7468 -0.1 0.9 1.3
C 1.5664 1.3727 5.0325 -0.1 0.3 -0.3
C 2.0080 0.5182 6.0537 0.0 0.3 -0.4
C 2.2965 -0.8219 5.7937 -0.1 0.5 -0.4
C 2.1052 -1.3132 4.5028 0.0 0.2 -0.4
C 1.6298 -0.4616 3.4835 0.1 -0.8 -0.1
H 1.3459 2.4240 5.1872 0.1 -0.1 0.4
H 2.1666 0.9187 7.0482 -0.1 0.0 -0.1
H 2.6851 -1.4416 6.6006 -0.1 0.0 -0.3
H 2.3729 -2.3353 4.2716 -0.2 0.0 -0.1
```
Positions in Å, forces in eV/Å.

Atom charges from the Mulliken analysis, given in e for atoms 1 to 5: number 1, H, carries 0.548; number 2, N, carries -0.358; number 3, B, carries -0.025; number 4, N, carries 0.152; number 5, C, carries 0.011

=====

(2)
A structure of composition C17H18BN7O3SW, computed with ωB97M-V/def2-TZVPD.

Results
Highest occupied orbital energy (spin up / spin down) in eV: -15.615 / -15.501
Relative energy (zero: lowest compared OMol25 entry of this formula, charge and spin) in kJ/mol: 336.7
Electronic energy in Ha: -1757.0735
Spin multiplicity: 3
Orbital gap (spin up / spin down) in hartree: 0.2458 / 0.2104
Lowest unoccupied orbital energy (spin up / spin down) in eV: -8.9 / -9.8
Charge: +2

XYZ file:
```
48
Properties=species:S:1:pos:R:3:forces:R:3
H 0.7949 3.1710 -0.1597 0.0 -0.1 -0.1
N 0.3637 1.6139 -1.5599 -0.1 -0.1 0.4
B 0.0086 0.2489 -3.6880 0.1 0.7 -0.1
N 0.3770 1.5615 -2.9361 0.0 0.2 0.0
C 0.7335 2.7632 -3.4317 -0.2 -0.6 1.1
W -0.3399 -0.2607 -0.6024 0.2 1.7 2.0
H 0.7931 2.9141 -4.4925 0.0 0.1 -0.2
C 0.9635 3.6205 -2.3602 -0.1 -0.3 0.5
H 1.2604 4.6485 -2.4224 0.1 0.2 0.0
C 0.7283 2.8721 -1.1972 0.0 -0.1 -1.3
H 0.0751 0.3963 -4.8919 -0.1 -0.2 0.6
C -0.7276 -1.8550 0.6187 -0.1 -0.3 0.4
H -0.6922 -1.7213 1.7049 0.0 -0.1 -0.3
H -0.0046 -2.6380 0.3390 -0.2 -0.1 0.0
H -1.7374 -2.1866 0.3279 0.1 -0.3 0.1
N -1.4580 -0.1319 -3.2587 -1.2 -0.4 -0.1
N 0.9800 -0.8354 -3.1755 0.6 -0.9 0.0
N -1.7976 -0.3154 -1.9291 1.3 -0.2 0.0
N 1.0717 -1.1413 -1.8270 0.3 -0.1 -0.8
C -2.5689 -0.3300 -3.9812 0.9 0.1 1.2
C 1.8394 -1.6101 -3.8542 -0.4 0.3 1.2
H -2.5179 -0.2248 -5.0444 -0.2 0.0 -0.4
H 1.9089 -1.5278 -4.9179 0.1 0.0 -0.3
C -3.6225 -0.6538 -3.1114 -0.2 -0.2 1.0
C 2.5127 -2.4375 -2.9492 -0.4 0.3 0.7
C -3.1153 -0.6468 -1.8172 0.2 0.4 -1.5
C 2.0131 -2.1181 -1.6833 0.2 0.3 -1.8
H -4.6358 -0.8721 -3.3638 -0.3 -0.1 -0.3
H 3.2537 -3.1670 -3.1957 0.2 -0.2 0.0
H -3.5137 -0.8378 -0.8229 -0.2 0.1 -0.5
H 2.2695 -2.5336 -0.7279 0.0 0.0 0.2
H -1.2966 0.7379 0.5354 0.4 0.0 -0.7
O 2.7602 2.1217 4.9318 0.3 -0.6 -0.7
S 2.5982 0.7464 4.5550 -0.2 -1.0 3.1
O 3.4034 -0.2935 5.1807 -0.8 1.4 -1.5
N 2.5772 0.5904 2.9608 1.9 0.3 -1.5
C 1.3653 0.3236 2.4329 -2.2 -0.5 -1.3
O 1.2366 0.1803 1.1799 -0.2 0.1 0.3
C 0.3058 0.2022 3.4725 0.0 0.0 -0.5
C -1.0733 -0.0303 3.4194 -0.5 -0.1 -0.2
C -1.7836 -0.2169 4.6045 0.2 0.1 -0.2
C -1.1291 -0.1272 5.8478 0.4 0.1 0.2
C 0.2358 0.1695 5.9217 -0.2 -0.1 -0.5
C 0.8923 0.3182 4.7125 0.5 0.2 1.5
H -1.5735 -0.0572 2.4557 0.0 0.0 0.3
H -2.8588 -0.4326 4.5853 0.5 0.2 -0.1
H -1.6819 -0.2747 6.7712 0.0 0.0 -0.2
H 0.8062 0.2774 6.8438 -0.4 -0.1 -0.1
```
Positions in Å, forces in eV/Å.

Atom charges from the Mulliken analysis, given in e for atoms 1 to 5: number 1, H, carries 0.491; number 2, N, carries -0.460; number 3, B, carries -0.123; number 4, N, carries 0.333; number 5, C, carries -0.067

=====

Sequential max |F| output: 2.18, 3.26 eV/A